a | A cluster of 3 separate species, C2H9NO3 in total. Source: the OMol25 dataset; level of theory: wB97M-V/def2-TZVPD.

Results
Kohn-Sham gap: 11.01 eV
SMILES: CC(N)=O.O.O

```
15
C2H9NO3 wB97M-V/def2-TZVPD
H 0.31 -0.12 -2.32
O -2.07 1.77 -1.52
C 0.73 -0.24 -0.32
H -0.54 -1.32 2.02
H 2.81 -0.41 0.29
H 1.72 0.08 1.38
O -0.24 0.31 0.19
N 1.85 -0.31 0.46
H 1.34 -1.71 -1.92
H -1.64 2.16 -0.78
H -0.45 -1.62 -1.58
O -0.43 -0.66 2.65
C 0.53 -0.99 -1.63
H -1.53 0.91 -1.56
H -0.58 0.19 2.42
```

b | A cluster of 3 separate species, C2H9NO3 in total. Source: the OMol25 dataset; level of theory: wB97M-V/def2-TZVPD.

Results
Kohn-Sham gap: 10.54 eV
SMILES: CNC=O.O.O

```
15
C2H9NO3 wB97M-V/def2-TZVPD
C -1.81 -0.20 1.67
C -0.81 1.92 1.18
H -0.86 -0.65 1.41
H -2.21 -0.52 2.64
H -2.67 1.75 1.93
H -0.93 3.00 0.95
H 2.94 -2.09 1.98
O 0.31 -1.82 -5.99
H -0.52 -2.10 -6.42
H 0.07 -1.67 -5.06
N -1.93 1.24 1.53
H 4.07 -1.10 2.22
H -2.58 -0.68 1.05
O 0.23 1.39 0.86
O 3.49 -1.43 1.52
```

a ends up most stable, edging out the next structure by 0.138 eV.

a | The molecule C3H3I. Source: the OMol25 dataset; level of theory: wB97M-V/def2-TZVPD.

Results
Kohn-Sham gap (spin up / spin down): 7.28 / 7.25 eV

```
7
C3H3I wB97M-V/def2-TZVPD
H 0.93 -0.61 -0.81
H -0.05 0.75 -0.94
H -1.26 0.33 1.30
C -0.33 -0.25 0.94
C 0.25 -0.05 -0.29
I 1.23 -2.46 2.25
C -0.42 -1.48 1.59
```

b | The molecule C3H3I. Source: the OMol25 dataset; level of theory: wB97M-V/def2-TZVPD.

Results
Kohn-Sham gap: 9.41 eV
SMILES: C#CCI

```
7
C3H3I wB97M-V/def2-TZVPD
C 0.41 0.69 -0.02
C -0.46 -0.42 -0.01
H -2.10 -1.88 0.18
H 0.41 1.46 -0.89
I 2.59 0.11 -0.03
C -1.27 -1.29 -0.05
H 0.42 1.33 0.83
```

b ends up most stable, edging out the next structure by 2.125 eV.

a | The molecule C3H8NOP. Source: the OMol25 dataset; level of theory: wB97M-V/def2-TZVPD.

Results
Kohn-Sham gap: 10.03 eV
SMILES: C=CCOPN

```
14
C3H8NOP wB97M-V/def2-TZVPD
H -1.26 -0.75 1.36
C -1.57 -0.54 0.32
P 2.21 -0.40 -0.65
H 2.08 -1.80 -0.27
H -3.61 -1.21 0.72
H -0.76 1.00 -0.78
H -0.43 -0.68 -1.50
C -0.49 0.02 -0.65
C -2.88 -0.83 0.00
H 2.54 0.22 1.42
O 0.71 -0.09 0.01
H 3.24 1.21 0.31
H -3.09 -0.60 -1.15
N 3.09 0.28 0.58
```

b | A cluster of 2 separate species, C3H8NOP in total. Source: the OMol25 dataset; level of theory: wB97M-V/def2-TZVPD.

Results
Kohn-Sham gap: 8.37 eV
SMILES: CC(C)=N.O=P

```
14
C3H8NOP wB97M-V/def2-TZVPD
H 0.87 1.31 0.10
P -3.17 1.08 1.12
C 0.58 -0.69 -0.11
H -0.84 -0.47 -1.66
H 1.57 0.45 1.36
H 0.84 -0.05 -2.08
O -2.30 1.50 0.05
H 0.43 -1.74 -2.03
H 0.37 -1.27 1.70
C 0.20 -0.77 -1.60
H -2.55 1.08 2.56
N -0.01 -1.32 0.75
H 2.51 0.45 -0.35
C 1.51 0.43 0.20
```

a ends up most stable, edging out the next structure by 0.478 eV.

a | A cluster of 11 separate species, H22O11 in total. Source: the OMol25 dataset; level of theory: wB97M-V/def2-TZVPD.

Results
Kohn-Sham gap: 10.60 eV
SMILES: O.O.O.O.O.O.O.O.O.O.O

```
33
H22O11 wB97M-V/def2-TZVPD
H -0.63 0.87 -4.11
H 1.82 3.38 0.59
O -0.81 -3.06 1.82
H 2.50 -4.71 -0.57
H -1.14 -0.46 -3.56
H 2.18 1.70 2.31
H 0.01 -0.43 -0.58
H -4.61 -1.42 1.89
O 3.15 4.01 -2.87
O -1.21 0.16 2.69
O 0.32 0.48 -0.59
O -3.90 -2.07 1.97
H 2.54 3.28 -2.99
H -0.61 -2.34 2.42
O 2.65 2.48 2.62
O -0.18 -3.11 -3.51
O 1.02 3.00 0.22
H -0.57 -0.39 3.14
H 2.03 2.91 3.22
H 0.44 3.76 0.09
H -0.33 -2.20 -3.77
H 2.00 -3.97 0.66
H -2.02 0.05 3.21
H 3.03 4.56 -3.65
O -2.50 2.06 0.53
H 0.01 -3.57 1.78
O 1.80 -4.73 0.10
H -2.49 1.16 0.20
H -3.10 -1.53 2.03
H -1.58 2.34 0.47
H -0.14 -3.09 -2.55
O -0.70 0.36 -3.29
H 1.00 0.51 0.08
```

b | A structure of composition H22O11. Source: the OMol25 dataset; level of theory: wB97M-V/def2-TZVPD.

Results
Kohn-Sham gap: 8.28 eV

```
33
H22O11 wB97M-V/def2-TZVPD
H -6.56 8.45 9.80
H -6.49 5.80 11.30
O -5.52 8.11 7.92
H -6.02 7.45 10.81
O -8.00 5.91 8.80
H -8.65 5.48 9.35
H -5.18 7.84 7.06
H -7.23 3.73 9.16
H -6.74 6.09 9.06
H -7.60 8.96 8.92
O -8.76 4.92 11.50
H -8.89 5.86 11.38
O -6.10 6.20 7.19
O -7.96 3.13 9.31
H -7.82 4.79 11.38
O -4.09 6.19 9.51
H -7.55 2.31 9.58
O -6.73 4.88 11.28
O -6.49 2.85 11.06
H -8.24 5.66 7.90
H -6.52 4.55 12.15
O -5.95 8.37 10.54
H -6.56 3.80 10.98
H -6.44 5.18 10.23
H -7.00 2.64 11.85
H -4.04 5.29 9.17
O -7.32 8.10 9.24
H -5.01 6.31 9.74
H -5.28 5.96 6.76
O -6.02 5.79 9.61
H -6.77 5.67 6.74
H -6.12 7.40 8.17
H -7.79 7.47 8.69
```

a ends up most stable, edging out the next structure by 17.384 eV.

a | A cluster of 11 separate species, H22O11 in total. Source: the OMol25 dataset; level of theory: wB97M-V/def2-TZVPD.

Results
Kohn-Sham gap: 11.03 eV
SMILES: O.O.O.O.O.O.O.O.O.O.O

```
33
H22O11 wB97M-V/def2-TZVPD
O -2.33 -0.61 -3.67
H -2.63 2.02 -4.30
O -1.06 -1.62 1.15
H -4.29 0.55 2.77
O 5.04 0.05 -2.08
O -3.35 2.71 -0.83
O -2.25 2.75 -3.83
H -2.20 -1.30 -3.01
H 0.76 1.79 2.51
H -2.60 3.29 -0.91
H 4.88 -0.16 -1.15
H -1.77 2.45 -3.06
H 0.17 0.70 5.33
O 3.60 0.54 0.30
O 0.16 1.19 2.07
H 2.45 -3.26 -1.81
H 1.95 -2.02 -2.60
H 4.51 0.76 0.17
H -0.55 1.22 2.74
H 2.28 -2.47 0.29
H -4.07 2.89 -1.43
O 0.13 0.23 4.49
H -4.18 -1.01 2.45
H 0.70 0.59 3.79
H 4.21 0.42 -2.40
H -3.15 -0.95 -4.03
H 3.67 -0.32 0.76
H -1.93 -1.90 0.92
O -4.71 -0.20 2.37
H 2.20 -2.02 1.61
O 2.32 -2.31 -1.77
O 2.90 -2.38 1.04
H -0.86 -1.63 2.10
```

b | A cluster of 11 separate species, H22O11 in total. Source: the OMol25 dataset; level of theory: wB97M-V/def2-TZVPD.

Results
Kohn-Sham gap: 9.24 eV
SMILES: O.O.O.O.O.O.O.O.O.O.O

```
33
H22O11 wB97M-V/def2-TZVPD
H -9.44 11.88 4.66
O -7.15 13.78 5.63
H -7.91 11.88 2.90
H -10.77 12.51 4.26
H -8.24 18.37 4.11
H -9.40 15.57 4.93
H -8.82 14.30 2.93
H -9.50 15.53 2.30
O -8.70 12.40 2.65
O -5.31 13.79 2.12
H -5.68 10.96 2.17
H -5.21 13.31 6.15
H -10.07 13.15 6.85
H -7.21 13.44 4.74
O -7.46 13.65 8.68
H -5.33 12.93 2.58
H -4.10 12.38 6.67
H -8.28 16.88 3.72
H -7.32 13.95 7.78
H -7.88 14.42 5.70
H -11.04 13.98 7.68
H -4.38 14.03 2.08
O -10.30 13.37 7.76
O -10.30 12.12 5.01
O -6.12 11.34 2.94
O -7.72 17.68 3.69
H -6.06 10.65 3.62
H -8.28 13.14 8.64
H -8.64 12.49 1.69
O -9.02 15.25 3.09
O -9.19 15.80 5.86
O -4.35 13.30 6.59
H -9.69 16.59 6.06
```

c | A cluster of 11 separate species, H22O11 in total. Source: the OMol25 dataset; level of theory: wB97M-V/def2-TZVPD.

Results
Kohn-Sham gap: 11.47 eV
SMILES: O.O.O.O.O.O.O.O.O.O.O

```
33
H22O11 wB97M-V/def2-TZVPD
H 0.91 1.66 6.64
O -1.70 5.21 3.12
H -4.20 -2.52 -2.55
H 3.39 -2.46 4.64
H 3.60 0.49 0.26
O -4.19 5.05 -1.57
H -0.85 0.06 -0.54
O 0.69 -5.02 1.57
H -0.27 -0.05 0.86
H 1.91 -4.88 -4.55
O -4.31 -3.15 -1.84
H 4.89 1.03 -0.30
H 0.67 -4.46 2.35
H 3.42 -0.98 4.31
H -5.11 -2.86 -1.39
O 4.55 0.42 0.35
O 2.22 0.25 -5.26
O 2.38 -4.15 -4.16
H 0.37 -4.47 0.86
O -2.68 0.93 -4.32
H 2.48 0.65 -4.43
H 2.21 -4.23 -3.22
H -3.88 4.87 -0.67
O -0.04 -0.13 -0.07
H -3.80 4.35 -2.09
O 2.83 -1.68 4.60
H -1.22 4.51 3.55
H -2.12 5.69 3.84
H 0.59 2.46 7.89
O 0.24 2.22 7.03
H -3.29 1.33 -4.94
H -1.98 0.57 -4.86
H 2.32 -0.69 -5.11
```

b ends up most stable, edging out the next structure by 1.124 eV.

a | A structure of composition H22O11. Source: the OMol25 dataset; level of theory: wB97M-V/def2-TZVPD.

Results
Kohn-Sham gap: 9.69 eV

```
33
H22O11 wB97M-V/def2-TZVPD
H 1.35 -0.13 1.98
H 1.94 1.86 -0.44
H -0.91 1.53 2.07
O -1.14 0.70 -3.29
O -0.81 2.00 2.90
H -2.34 0.65 1.18
H -1.30 1.62 0.67
H 0.80 -1.61 -1.63
H 1.12 1.94 1.51
O 1.73 -1.33 0.87
H 0.60 -2.74 -2.62
O -1.98 -1.02 -2.01
H -0.23 0.98 -3.19
H -2.13 -1.90 -1.66
H 2.30 -1.57 0.14
O 1.80 1.14 -1.06
H -0.15 -2.32 0.12
H 2.42 0.70 2.67
H -0.46 1.34 3.51
H -0.04 0.39 0.54
H 0.52 3.24 1.01
H 1.02 0.70 -0.73
H -0.68 -0.07 -0.75
H -2.83 -0.75 -2.35
O -1.39 0.82 1.18
O 0.59 -2.54 -1.68
O 1.53 0.75 2.33
H -1.31 -3.26 -0.09
O 0.12 -0.15 -0.23
H -1.20 -0.09 -2.76
O -0.95 -2.64 0.54
O 0.82 2.38 0.72
H 1.18 -0.63 0.53
```

b | A structure of composition H22O11. Source: the OMol25 dataset; level of theory: wB97M-V/def2-TZVPD.

Results
Kohn-Sham gap: 8.41 eV

```
33
H22O11 wB97M-V/def2-TZVPD
O 9.74 -18.19 19.89
O 9.34 -18.21 21.77
H 9.60 -20.73 19.81
O 9.70 -17.56 17.92
H 8.52 -16.43 20.59
H 8.52 -17.74 21.91
H 8.91 -17.02 17.81
H 8.67 -19.15 22.05
H 10.30 -19.39 19.93
H 7.26 -17.17 20.97
H 11.65 -19.55 18.74
H 9.52 -15.24 19.75
H 11.33 -16.29 19.24
O 8.62 -20.11 22.04
O 10.42 -20.32 20.11
H 11.01 -20.06 21.05
H 7.83 -20.31 22.54
O 9.58 -16.10 20.17
O 12.01 -16.07 19.88
H 9.43 -18.24 20.80
H 10.21 -19.20 22.01
H 10.05 -15.41 18.68
H 11.46 -19.06 20.16
O 12.04 -18.98 19.40
H 10.41 -16.70 17.99
H 12.83 -16.23 19.42
O 11.10 -19.46 21.80
H 9.51 -18.10 18.68
O 10.76 -15.84 18.21
H 10.08 -17.30 19.81
O 7.59 -16.48 20.40
H 9.93 -17.86 22.44
H 10.24 -15.98 20.85
```

a ends up most stable, edging out the next structure by 16.277 eV.